Here is C19H13AuNO5S as an isolated structure at a distorted geometry from OMol25. Energies are from ωB97M-V/def2-TZVPD.

```
! RIJCOSX wB97M-V def2-TZVPD def2/J DEFGRID3
* xyz 1 1
Au -1.641 -0.834 -2.191
O 0.503 -4.244 -2.425
C 0.044 -3.148 -2.493
O -1.168 -2.794 -2.079
C 0.841 -2.006 -3.052
C 2.104 -2.039 -3.597
C 2.682 -0.831 -3.984
C 2.016 0.380 -3.792
C 0.754 0.343 -3.247
N 0.238 -0.834 -2.924
C -0.149 1.497 -2.920
O 0.243 2.621 -2.941
O -1.393 1.126 -2.637
H 2.605 -2.993 -3.702
H 3.668 -0.831 -4.432
H 2.450 1.336 -4.050
O -2.327 -0.669 -0.041
S -0.951 -0.784 0.667
C -1.259 -0.877 2.406
C -2.351 -0.250 2.988
C -2.466 -0.295 4.368
C -1.516 -0.963 5.132
C -0.440 -1.599 4.527
C -0.310 -1.569 3.144
C -0.229 0.841 0.582
C 1.149 0.932 0.732
C 1.741 2.187 0.719
C 0.957 3.318 0.535
C -0.419 3.206 0.379
C -1.026 1.959 0.390
H -3.089 0.257 2.379
H -3.302 0.199 4.847
H -1.624 -1.000 6.208
H 0.293 -2.126 5.123
H 0.511 -2.077 2.650
H 1.745 0.037 0.882
H 2.812 2.279 0.853
H 1.424 4.294 0.489
H -1.025 4.093 0.244
H -2.096 1.856 0.261
*
```

Kohn-Sham gap (spin up / spin down): 6.067 / 6.068 eV
HOMO (spin up / spin down): -12.5545 / -12.5546 eV
F_max: 2.8 eV/A
Lowest unoccupied orbital energy (spin up / spin down): -0.238 / -0.238 Eh

Here is C29H29ClMnNO3 as an isolated structure at a distorted geometry from OMol25. Energies are from ωB97M-V/def2-TZVPD.

```
! RIJCOSX wB97M-V def2-TZVPD def2/J DEFGRID3
* xyz 0 5
C 1.936 -0.406 1.298
C 2.091 -1.124 0.092
C 1.681 -0.288 -0.982
H 2.560 -2.105 0.009
C 1.328 1.001 -0.434
C 1.508 0.923 0.990
H 1.177 1.934 -0.979
C -1.141 -2.125 1.977
C 0.019 -2.775 1.480
C -0.054 -2.806 0.061
H 0.797 -3.197 2.111
C -1.206 -2.070 -0.356
C -1.889 -1.626 0.868
H 1.818 -0.539 -2.040
H 1.467 1.748 1.695
H 2.197 -0.767 2.276
H -2.899 -1.224 0.912
H 0.599 -3.385 -0.598
H -1.452 -2.099 3.019
Mn -0.143 -0.380 0.394
C -1.703 -1.772 -1.758
C -3.234 -1.897 -1.792
C -1.132 -2.645 -2.879
H -3.565 -2.854 -1.358
H -3.605 -1.864 -2.823
H -3.707 -1.096 -1.219
H -1.354 -3.713 -2.767
H -0.048 -2.528 -2.993
H -1.597 -2.320 -3.823
C -1.133 -0.329 -2.016
C -1.986 0.868 -2.328
H -0.279 -0.323 -2.689
H -0.806 0.187 -1.058
O -2.604 1.357 -1.328
N -1.636 1.468 -3.558
C -0.380 2.323 -3.431
H -2.435 1.997 -3.885
C 0.958 1.667 -3.798
C 2.174 2.298 -3.463
H 2.141 3.290 -3.005
C 3.396 1.675 -3.718
H 4.316 2.158 -3.402
C 3.436 0.453 -4.387
H 4.389 -0.025 -4.591
C 2.248 -0.119 -4.837
H 2.263 -1.039 -5.425
C 1.012 0.492 -4.567
H 0.080 0.082 -4.984
H -0.295 2.726 -2.396
H -0.506 3.195 -4.096
Cl -0.732 2.757 9.153
C -0.542 2.057 7.600
C 0.048 0.783 7.472
C 0.185 0.217 6.206
C -0.265 0.887 5.058
C -0.834 2.157 5.194
C -0.974 2.744 6.454
C -0.091 0.223 3.700
O 0.639 -0.814 3.757
O -0.673 0.693 2.669
H 0.388 0.256 8.359
H 0.646 -0.768 6.101
H -1.173 2.671 4.296
H -1.423 3.732 6.564
*
```

Kohn-Sham gap (spin up / spin down): 5.748 / 7.967 eV
HOMO (spin up / spin down): -7.6629 / -8.1700 eV
F_max: 4.5 eV/A
Lowest unoccupied orbital energy (spin up / spin down): -0.070 / -0.007 Eh